C79H167N8O21 | wB97M-V/def2-TZVPD

```
275
Properties=species:S:1:pos:R:3
C 11.45449 33.82463 -9.30017
C 10.94192 32.64493 -8.49667
C 9.56958 32.02773 -8.78889
N 9.04816 30.86319 -7.97168
C 7.81501 30.27559 -8.65438
C 6.47437 30.98872 -8.21093
C 6.47051 31.56797 -6.88791
C 7.67295 32.26248 -6.35051
C 8.80495 31.22834 -6.49307
C 10.15928 29.83411 -7.92485
H 11.77145 33.47199 -10.28164
H 12.29836 34.23102 -8.74265
H 10.81393 34.69945 -9.41183
H 10.89230 32.96557 -7.45608
H 11.76493 31.93029 -8.50393
H 9.68515 31.73429 -9.83227
H 8.77897 32.77361 -8.70701
H 8.00912 30.34777 -9.72453
H 7.77483 29.21666 -8.39913
H 6.30898 31.79362 -8.92709
H 5.69152 30.26959 -8.45196
H 5.55988 32.16514 -6.93513
H 5.99688 30.81494 -6.25804
H 7.82107 33.22860 -6.83299
H 7.41958 32.39943 -5.29925
H 9.77852 31.42224 -6.04290
H 8.32009 30.36198 -6.04314
H 10.37902 29.39508 -8.89802
H 9.88834 28.84321 -7.56044
H 11.07762 30.10068 -7.40171
C 16.30710 22.12642 -20.20111
C 16.43042 20.73491 -20.88411
C 17.82885 20.09776 -20.75123
N 18.24964 19.07152 -21.81973
C 19.70629 18.62288 -21.67688
C 19.93033 17.63480 -20.49661
C 18.85100 16.56925 -20.43211
C 17.44910 17.11224 -20.53195
C 17.26524 17.92321 -21.76151
C 18.09029 19.61578 -23.27438
H 16.36123 21.86429 -19.14449
H 15.34709 22.55457 -20.48948
H 17.13846 22.78114 -20.46241
H 16.17210 20.85876 -21.93578
H 15.70946 19.95984 -20.62417
H 17.96400 19.50608 -19.84584
H 18.67135 20.78935 -20.75121
H 20.26929 19.55005 -21.56962
H 19.93177 18.12864 -22.62185
H 19.97722 18.35229 -19.67739
H 20.84586 17.04511 -20.54310
H 18.87505 16.02309 -19.48912
H 18.92442 15.86119 -21.25755
H 17.08965 17.70990 -19.69428
H 16.75844 16.27124 -20.59366
H 16.22896 18.25472 -21.82730
H 17.47438 17.33180 -22.65292
H 18.61963 18.98609 -23.98948
H 18.52431 20.61536 -23.25056
H 17.06791 19.68988 -23.64499
C -0.14744 25.87190 -5.51188
C -0.51639 26.12918 -4.07690
C -0.04681 27.50356 -3.62836
N 0.19237 27.81053 -2.04833
C 1.29602 28.92938 -1.92337
C 1.37799 29.59318 -0.52178
C -0.01090 29.95324 -0.00477
C -1.00979 28.79274 -0.02972
C -1.11884 28.24362 -1.49212
C 0.68891 26.53381 -1.23004
H -0.40007 26.67455 -6.20472
H -0.49153 24.90036 -5.86657
H 0.93443 25.74429 -5.47478
H -0.31622 25.27898 -3.42483
H -1.59423 26.29126 -4.06822
H -0.61687 28.33730 -4.03825
H 0.93149 27.67063 -4.07904
H 0.96377 29.74067 -2.57107
H 2.27963 28.49855 -2.11044
H 2.01354 30.46979 -0.64724
H 1.82111 28.86578 0.15839
H -0.41823 30.84610 -0.47909
H -0.00396 30.31577 1.02315
H -1.99424 29.11050 0.31377
H -0.85923 27.92222 0.60874
H -1.38145 29.07746 -2.14314
H -1.92993 27.55127 -1.71770
H 1.29479 25.82251 -1.79134
H -0.20271 25.96329 -0.97000
H 1.14697 26.85206 -0.29355
C -0.47382 26.72503 -19.27741
C 0.92193 26.23766 -19.83372
C 2.02507 25.79619 -18.86467
N 3.48269 25.43862 -19.40419
C 3.45158 24.75572 -20.79254
C 2.95058 23.23880 -20.73853
C 3.77443 22.48496 -19.57616
C 3.77389 23.25185 -18.27065
C 4.30037 24.70082 -18.28976
C 4.00408 26.89075 -19.76595
H -0.74479 26.14770 -18.39346
H -1.29859 26.64472 -19.98552
H -0.47080 27.79372 -19.06294
H 1.30147 27.06907 -20.42769
H 0.67851 25.39073 -20.47525
H 1.65287 24.86685 -18.43352
H 2.26376 26.45274 -18.02798
H 2.83798 25.38308 -21.43909
H 4.47072 24.89644 -21.15260
H 1.92439 23.25432 -20.37143
H 2.78702 22.76237 -21.70515
H 3.34075 21.49169 -19.69204
H 4.76874 22.38960 -20.01247
H 2.79299 23.09960 -17.82039
H 4.32256 22.64784 -17.54799
H 4.31118 25.23109 -17.33750
H 5.28083 24.82534 -18.74941
H 5.05614 26.60664 -19.78910
H 3.96890 27.54258 -18.89304
H 3.55925 27.19887 -20.71215
C 16.76735 16.71465 -8.22536
C 18.18605 17.10684 -8.26834
C 19.02268 16.19485 -9.11038
N 20.56833 16.44859 -9.21444
C 21.34330 15.47616 -10.20602
C 21.33111 14.01972 -9.71681
C 21.85188 13.80041 -8.30864
C 21.25448 14.74982 -7.28390
C 21.14188 16.22002 -7.75223
C 20.88093 17.88731 -9.68308
H 16.29670 16.50288 -9.18543
H 16.29134 17.63189 -7.87867
H 16.63077 15.93984 -7.47096
H 18.63046 16.81254 -7.31756
H 18.19878 18.15370 -8.57169
H 18.72621 16.08281 -10.15329
H 18.90576 15.23992 -8.59801
H 20.85999 15.56617 -11.17885
H 22.37890 15.77407 -10.36986
H 20.28552 13.77309 -9.90130
H 21.93147 13.42448 -10.40480
H 21.82411 12.71979 -8.16866
H 22.92716 13.95267 -8.21540
H 20.24624 14.41048 -7.04641
H 21.78634 14.65762 -6.33694
H 20.65896 16.89920 -7.04966
H 22.17908 16.55487 -7.73770
H 20.49658 18.01502 -10.69504
H 21.96186 17.96537 -9.56664
H 20.41741 18.60782 -9.00918
C 2.59321 31.55054 -13.50318
C 1.21267 31.07338 -13.05451
C 0.42973 32.21433 -12.30927
N -1.11095 31.84107 -12.07723
C -1.80818 33.11760 -11.63577
C -1.99513 34.21600 -12.73826
C -2.68754 33.61873 -13.96999
C -2.14159 32.27745 -14.48786
C -1.94256 31.23350 -13.25508
C -1.12403 30.76124 -10.97063
H 3.08956 32.31383 -12.90392
H 2.54828 31.79959 -14.56340
H 3.12871 30.60684 -13.39946
H 1.30106 30.22556 -12.37519
H 0.57478 30.89102 -13.91935
H 0.30194 33.12184 -12.89935
H 0.85782 32.44186 -11.33302
H -1.31539 33.49127 -10.73820
H -2.76871 32.78001 -11.24653
H -1.06085 34.72551 -12.97407
H -2.67774 34.93499 -12.28529
H -2.54793 34.30092 -14.80857
H -3.71348 33.56844 -13.60531
H -1.19745 32.51686 -14.97712
H -2.68745 31.75133 -15.27101
H -1.38166 30.36527 -13.60102
H -2.90069 30.80148 -12.96626
H -0.66234 31.07518 -10.03447
H -0.68570 29.82364 -11.31250
H -2.17509 30.57458 -10.75039
C 10.06181 11.26923 -15.38225
C 11.00376 11.97437 -14.55600
C 12.41834 11.66694 -14.94545
N 13.49052 12.57276 -14.18213
C 13.41614 12.51395 -12.65089
C 13.67427 11.05065 -12.15873
C 14.96683 10.47860 -12.71164
C 15.32578 10.79837 -14.19344
C 14.93389 12.20549 -14.63770
C 13.29633 14.11829 -14.52893
H 9.94942 11.58329 -16.41996
H 9.01837 11.36644 -15.08243
H 10.26587 10.19895 -15.41333
H 10.87687 11.70388 -13.50775
H 10.70668 13.01532 -14.68352
H 12.63820 11.89865 -15.98760
H 12.68372 10.61072 -14.89990
H 12.42971 12.87016 -12.35394
H 14.06498 13.21192 -12.12179
H 12.90607 10.41122 -12.59358
H 13.60318 10.85603 -11.08861
H 14.78777 9.41225 -12.57404
H 15.82418 10.72388 -12.08484
H 14.84043 10.20934 -14.97163
H 16.38140 10.64085 -14.41469
H 14.89471 12.13323 -15.72459
H 15.66615 12.95577 -14.33940
H 13.78972 14.67286 -13.73075
H 12.23647 14.36597 -14.47016
H 13.77667 14.35556 -15.47818
C 6.28667 23.74063 -11.25376
C 7.66678 23.82121 -11.85244
C 8.71463 23.02184 -10.94762
N 9.95792 22.44589 -11.70159
C 10.64029 23.58489 -12.51528
C 11.73431 23.08644 -13.44006
C 10.96448 22.24910 -14.47078
C 10.48156 21.01185 -13.80881
C 9.54237 21.16217 -12.57993
C 10.98982 21.98576 -10.63088
H 6.03783 22.68902 -11.39625
H 5.58976 24.30766 -11.87093
H 6.14403 23.72948 -10.17319
H 7.98881 24.86253 -11.85847
H 7.83661 23.47695 -12.87261
H 8.32587 22.23730 -10.29844
H 9.17908 23.70459 -10.23611
H 9.97843 24.21488 -13.10954
H 11.03560 24.28469 -11.77900
H 12.21069 23.93795 -13.92596
H 12.65534 22.68951 -13.01315
H 10.11260 22.75807 -14.92172
H 11.68299 21.83160 -15.17615
H 10.06173 20.38093 -14.59226
H 11.39700 20.55368 -13.43443
H 8.49233 21.09452 -12.86445
H 9.57693 20.46376 -11.74379
H 10.50486 21.24459 -9.99561
H 11.22731 22.82338 -9.97506
H 11.87628 21.73472 -11.21334
O 15.88495 23.20841 -8.64758
C 16.22977 24.37984 -9.10160
O 17.27937 24.22465 -9.80237
O 15.71615 25.47505 -8.87546
H 16.74345 23.16212 -9.07471
O -1.86505 22.99423 -12.67718
C -0.79602 23.59047 -12.60811
O -0.98971 24.82928 -12.48054
O 0.25536 22.99638 -12.86376
H -1.91298 23.94589 -12.56038
O 17.58304 19.77162 -15.37584
C 17.56725 18.90429 -14.38830
O 18.23175 17.85146 -14.45557
O 16.87818 19.21470 -13.36997
H 17.13535 20.37074 -14.77398
O 9.82066 16.79182 -7.78815
C 8.88889 16.44269 -8.63948
O 7.93558 17.22676 -8.84145
O 9.08427 15.40548 -9.30840
H 10.23818 15.94877 -7.97928
O 7.84613 23.80698 -4.91113
C 7.25785 24.68344 -3.99246
O 8.03652 25.19732 -3.18185
O 6.03457 24.96077 -4.02159
H 8.54991 23.90968 -4.26635
O 11.18241 17.75178 -20.01455
C 10.80730 16.61443 -19.61069
O 11.59426 15.70167 -19.52020
O 9.68133 16.57385 -19.19529
H 10.39610 18.25202 -19.78416
O 10.71612 29.62697 -15.38239
C 9.74091 28.81339 -15.12813
O 9.61758 28.66850 -13.94530
O 9.06228 28.24989 -16.01618
H 10.86622 29.51089 -14.44133
```

Values from the calculation:
Total energy in Eh: -5127.0975
E_HOMO in eV: -5.620
2S+1: 1
Lowest unoccupied orbital energy in eV: -2.37
Total charge: +1
Energy above the lowest of the compared OMol25 structures with the same formula, charge and spin in eV: 23.042

---

C7H10 | wB97M-V/def2-TZVPD

```
17
Properties=species:S:1:pos:R:3
C 1.39366 0.39774 -1.18377
C 2.23448 -0.59116 -1.67402
C -0.53248 -0.90138 -0.21920
C 0.29171 0.22388 -0.26929
C -0.04477 1.42100 0.51170
C -1.26218 1.85019 0.88922
C -1.14432 -1.45598 1.04526
H 1.39693 1.42338 -1.56881
H 2.52037 -1.32768 -0.92614
H 2.51758 -0.69111 -2.71779
H -0.62349 -1.58203 -1.05933
H 0.74071 2.13894 0.74836
H -1.50072 2.65309 1.57327
H -2.15852 1.27650 0.63371
H -0.41241 -2.12897 1.52964
H -1.35236 -0.69377 1.80311
H -2.06420 -2.01264 0.88409
```

Values from the calculation:
Total energy in Eh: -272.6027
E_HOMO (alpha / beta) in eV: -0.348 / -2.424
2S+1: 2
Lowest unoccupied orbital energy (alpha / beta) in eV: 4.37 / 4.29
Total charge: -1
Energy above the lowest of the compared OMol25 structures with the same formula, charge and spin in eV: 1.227

---

Which of these has the lowest total charge?
C7H10